Here is C14H22N2S in the gas phase from the Open Molecules 2025 dataset. Energies are from wB97M-V/def2-TZVPD.

Kohn-Sham gap = 8.7 eV
energy relative to the best compared isomer or geometry (same formula, charge and spin) = 96.8 kJ/mol

Structure (ORCA input):
```
! wB97M-V def2-TZVPD RIJCOSX def2/J DEFGRID3
* xyz 0 1
C 5.1171 0.6478 1.1903
H 4.4432 1.2321 1.8102
H 5.2375 -0.3600 1.5772
H 6.0836 1.1392 1.1344
S 4.5031 0.5866 -0.5171
C 2.9673 -0.2804 -0.3911
C 2.4025 -0.7005 0.8035
C 1.1914 -1.3719 0.7928
C 0.5138 -1.6266 -0.3918
C 1.1019 -1.2138 -1.5851
C 2.3100 -0.5491 -1.5895
H 2.7600 -0.2306 -2.5176
H 0.6055 -1.4183 -2.5233
C -0.8277 -2.3283 -0.3890
N -2.0057 -1.5349 -0.0989
C -2.1527 -1.0303 1.2443
C -1.6348 0.3922 1.5061
H -0.5956 0.4839 1.1869
H -1.6708 0.5694 2.5834
C -2.4957 1.4501 0.8003
N -2.1378 1.7655 -0.5713
C -1.1568 2.8229 -0.6787
H -0.1680 2.5444 -0.2775
H -1.0332 3.0796 -1.7308
H -1.5147 3.7048 -0.1496
C -1.7352 0.6354 -1.3977
C -2.5020 -0.6731 -1.1435
H -3.5456 -0.4379 -0.9165
H -2.4875 -1.2547 -2.0701
H -0.6577 0.4346 -1.2912
H -1.9077 0.9396 -2.4369
H -2.4601 2.3862 1.3623
H -3.5392 1.1131 0.8066
H -3.2258 -1.0443 1.4827
H -1.6590 -1.7315 1.9210
H -0.9883 -2.7858 -1.3701
H -0.7999 -3.1324 0.3557
H 0.7732 -1.7044 1.7323
H 2.8912 -0.5183 1.7475
*
```


Here is 2 unconnected molecules or ions with the total composition C14H22N6O9S from the Open Molecules 2025 dataset. Energies are from wB97M-V/def2-TZVPD.

Kohn-Sham gap = 9.2 eV

Structure (ORCA input):
```
! wB97M-V def2-TZVPD RIJCOSX def2/J DEFGRID3
* xyz 0 1
O 1.6236 -0.6847 4.4785
O 0.6100 -2.5497 1.4865
O -4.2625 -2.9413 -1.0537
O 3.8091 -2.3542 0.9337
O 5.0858 -0.3434 1.3817
N -0.0461 1.0425 2.5537
O 0.6535 6.0042 -0.7435
O 1.8301 2.5343 -1.2475
O -1.0405 1.1972 -2.5655
O 0.2547 3.1357 -3.7548
C 1.9729 -0.4805 3.3251
C -0.5729 -2.3627 1.2575
C -3.0526 -2.9753 -0.8570
C -0.3033 1.5965 1.3919
C 1.1682 0.3557 2.3985
C 1.6008 0.5328 1.1147
N -2.3335 -4.0975 -0.9942
N -0.9512 -1.8991 0.0672
N 0.6963 1.3285 0.4620
N 3.2212 -0.9581 3.0537
N 2.7339 -0.0265 0.5523
C -1.6063 -2.6581 2.3243
C -2.8841 -5.3829 -1.4204
C -2.3275 -1.6961 -0.4111
C 1.1052 4.6890 -0.4070
C 0.7665 1.6036 -0.9852
C 1.2859 3.7985 -1.6508
C -0.4986 2.1660 -1.6523
C -0.0130 3.4263 -2.3728
S 3.7770 -0.9942 1.4707
H 0.6185 6.5785 0.0428
H -1.4521 1.6609 -3.3225
H 0.9301 2.4359 -3.8240
H -1.1949 2.1855 1.2010
H -1.3465 -4.0474 -0.7902
H -0.1961 -1.6994 -0.5709
H 3.4908 -1.7598 3.5993
H 3.2800 0.5422 -0.0818
H -1.0979 -3.0550 3.2028
H -2.3230 -3.3914 1.9602
H -2.1155 -1.7358 2.5975
H -2.1184 -6.1586 -1.3647
H -3.2454 -5.3063 -2.4482
H -3.7222 -5.6571 -0.7758
H -2.2998 -1.0226 -1.2680
H -2.9239 -1.2213 0.3682
H 2.0685 4.7646 0.1083
H 0.3932 4.2290 0.2842
H 0.9994 0.6573 -1.4858
H 1.9621 4.3115 -2.3432
H -1.2594 2.4486 -0.9211
H -0.7500 4.2341 -2.3044
*
```


Here is a molecular structure, C14H22N6OSTl from the Open Molecules 2025 dataset. Energies are from wB97M-V/def2-TZVPD.

Kohn-Sham gap = 7.8 eV

Structure (ORCA input):
```
! wB97M-V def2-TZVPD RIJCOSX def2/J DEFGRID3
* xyz 1 1
Tl -1.0790 -0.0767 -0.3567
N -3.6421 3.2788 -1.6326
C -2.9317 2.3641 -0.9316
S -3.1408 0.6955 -1.5249
N -2.2005 2.8054 0.0447
N -1.4714 1.8647 0.7136
C -1.0236 2.1283 1.8824
C -0.3084 1.1780 2.7131
C 0.4179 1.7270 3.7843
C 1.0847 0.9446 4.6971
C 0.9981 -0.4406 4.5732
C 0.2748 -1.0122 3.5469
C -0.3909 -0.2361 2.5809
O -1.0695 -0.8873 1.6415
H -4.3672 2.9692 -2.2547
H -3.7171 4.2036 -1.2395
H -1.2139 3.1219 2.2873
H 0.4420 2.8061 3.8855
H 1.6416 1.3951 5.5060
H 1.4883 -1.0798 5.2964
H 0.1735 -2.0880 3.4759
C 0.4667 -2.9315 -0.7278
C 1.3131 -2.1006 0.2658
N 1.3488 -0.6666 -0.0453
C 2.2173 -0.3090 -1.1714
C 1.6283 0.8139 -2.0298
N 0.2070 0.6151 -2.3178
C -0.1637 -0.3702 -3.3398
C -0.0051 -1.8302 -2.9062
N -0.4928 -2.1514 -1.5415
H -0.1001 -3.6581 -0.1479
H 1.1168 -3.4995 -1.3958
H 2.3232 -2.5189 0.2950
H 0.8858 -2.1906 1.2586
H 1.6290 -0.1696 0.7948
H 2.3800 -1.1994 -1.7762
H 3.2047 0.0041 -0.8254
H 2.2162 0.9018 -2.9488
H 1.7137 1.7613 -1.4947
H -0.2240 1.5001 -2.5612
H 0.4241 -0.2326 -4.2533
H -1.2070 -0.1731 -3.5875
H 1.0391 -2.1284 -2.9745
H -0.5390 -2.4391 -3.6373
H -1.3469 -2.6890 -1.6209
*
```


Here is 3 unconnected molecules or ions with the total composition C14H23B3O7 from the Open Molecules 2025 dataset. Energies are from wB97M-V/def2-TZVPD.

Kohn-Sham gap = 8.4 eV
energy relative to the best compared isomer or geometry (same formula, charge and spin) = 467.8 kJ/mol

Structure (ORCA input):
```
! wB97M-V def2-TZVPD RIJCOSX def2/J DEFGRID3
* xyz 0 1
B 2.4719 -1.0642 2.6127
O 2.3873 0.3932 2.3925
B 2.0302 0.7332 1.0011
O 1.3514 -0.1775 0.0332
B 1.8331 -1.5218 0.4082
C 2.6804 -2.5636 -0.5409
C 2.5319 -4.1786 -0.1908
C 3.4343 -5.2030 -1.1272
C 4.3874 -4.5642 -2.3181
C 4.5139 -2.9511 -2.6476
C 3.6231 -1.9309 -1.7235
O 1.5569 -1.9581 1.8183
H 3.2280 -1.6143 3.3311
H 2.2419 1.8392 0.5932
H 1.8293 -4.5663 0.6929
H 3.3607 -6.3472 -0.8604
H 5.0547 -5.2920 -2.9601
H 5.2223 -2.4864 -3.4786
H 3.6303 -0.7448 -1.8335
O -5.6646 -2.7181 -1.2367
C -4.5894 -2.1886 -0.9574
O -3.7118 -2.8146 -0.1433
C -2.3596 -2.3777 0.0886
C -2.3102 -1.3368 1.1896
C -4.2741 -0.8033 -1.4383
H -1.8916 -2.0345 -0.8386
H -1.7991 -3.2630 0.4077
H -2.8709 -0.4381 0.9191
H -1.2765 -1.0490 1.4016
H -2.7631 -1.7279 2.1063
H -4.7203 -0.0749 -0.7561
H -4.7070 -0.6758 -2.4354
H -3.2087 -0.6061 -1.5430
O 1.8421 3.8279 0.2516
C 0.6445 4.1102 0.2769
O 0.2433 5.3935 0.1462
C -1.1245 5.8064 -0.0324
C -1.8242 5.9483 1.3049
C -0.3830 3.0512 0.5457
H -1.6526 5.1361 -0.7166
H -1.0904 6.7846 -0.5240
H -1.8684 4.9954 1.8390
H -2.8450 6.3162 1.1684
H -1.2801 6.6467 1.9490
H -0.4754 2.9045 1.6250
H -0.0479 2.1179 0.0823
H -1.3602 3.2680 0.1179
*
```


Here is a molecular structure, C14H23Cl2InO2P2 from the Open Molecules 2025 dataset. Energies are from wB97M-V/def2-TZVPD.

Kohn-Sham gap (alpha / beta) = 4.6 / 3.4 eV
energy relative to the best compared isomer or geometry (same formula, charge and spin) = 554.8 kJ/mol

Structure (ORCA input):
```
! wB97M-V def2-TZVPD RIJCOSX def2/J DEFGRID3
* xyz 2 1
C -3.1434 -0.5955 -0.8846
C -1.7038 -0.4646 -1.3727
H -3.8137 -0.5532 -1.7474
H -3.3565 0.2424 -0.2126
H -3.3002 -1.4982 -0.2933
O -1.4970 0.0290 -2.4707
Cl -1.5485 -1.0536 1.8020
In -0.1467 -1.0819 -0.1571
P -0.5247 -3.4114 -0.4055
C 0.3152 -4.0883 -1.8775
C 0.1287 -4.3880 0.9831
H -2.8396 -3.6821 0.2783
H -2.2970 -5.0566 -0.7164
H -2.6978 -3.4929 -1.4813
C -2.2576 -3.9686 -0.6005
H -0.0588 -3.8579 1.9187
H -0.3415 -5.3767 1.0007
H 0.1013 -5.1565 -1.9825
H 1.3893 -3.9274 -1.7514
H 1.2092 -4.4759 0.8439
H -0.0245 -3.5612 -2.7733
C 0.9977 -1.0522 -1.6149
O 1.7182 -1.0126 -2.5158
Cl 1.8156 -1.8729 1.2717
C 0.6016 2.2456 -1.4581
P 0.6510 1.4141 0.1847
C 2.4491 0.9771 0.1131
C 0.6570 3.0263 1.0472
C -0.2696 3.2644 2.0703
C -0.2291 4.4638 2.7990
C 0.7391 5.4328 2.5157
C 1.6698 5.2084 1.5089
C 1.6332 4.0202 0.7833
H 0.8393 1.5177 -2.2555
H 1.3120 3.0774 -1.5947
H -0.4263 2.6229 -1.6382
H 3.0723 1.8644 -0.0854
H 2.7672 0.6019 1.1043
H 2.7553 0.2603 -0.6567
H -1.0137 2.5181 2.3163
H -0.9411 4.6398 3.5914
H 0.7752 6.3533 3.0850
H 2.4307 5.9495 1.2932
H 2.4032 3.8989 0.0353
*
```


Strongest force on any atom for every record listed, in sequence, given in eV/Å: 0.62, 4.69, 0.33, 5.08, 14.37.